Entry 1:
{
  "formula": "C2H9N4",
  "method": "ωB97M-V/def2-TZVPD",
  "lumo_energy_ev": -4.36,
  "max_force_ev_per_a": 4.247,
  "charge": 1,
  "relative_energy_ev": 4.789,
  "symbols": ["N", "N", "N", "N", "C", "C", "H", "H", "H", "H", "H", "H", "H", "H", "H"],
  "xyz": [[-1.10, 0.08, -0.81], [0.43, -0.63, 2.34], [-0.44, 0.24, 1.82], [-0.20, 0.71, -1.33], [-0.12, 0.98, -2.67], [1.11, -1.53, 1.74], [-0.37, 0.08, -3.32], [0.57, -0.62, 3.31], [-0.34, 0.50, 0.83], [1.65, -2.16, 2.39], [-0.89, 1.73, -2.79], [0.85, 1.45, -3.02], [1.18, -1.63, 0.67], [-1.67, -0.29, -1.62], [-0.63, 1.08, 2.46]]
}

Entry 2:
{
  "formula": "F2NOP",
  "method": "ωB97M-V/def2-TZVPD",
  "lumo_energy_ev": [0.06, -0.84],
  "max_force_ev_per_a": 3.090,
  "relative_energy_ev": 0.762,
  "symbols": ["P", "F", "F", "O", "N"],
  "xyz": [[0.04, 0.88, 1.13], [-0.07, 2.07, 0.04], [-1.35, 0.16, 0.53], [0.47, -2.06, -0.68], [0.90, -1.05, -1.02]]
}

Entry 3:
{
  "formula": "C9H14AsF6NO4PtSSi",
  "method": "ωB97M-V/def2-TZVPD",
  "lumo_energy_ev": [2.56, 0.11],
  "max_force_ev_per_a": 1.012,
  "charge": -1,
  "s2": 0.789,
  "multiplicity": 2,
  "relative_energy_ev": 0.000,
  "symbols": ["Pt", "As", "S", "Si", "F", "F", "F", "F", "F", "F", "O", "O", "O", "O", "N", "C", "C", "C", "C", "C", "C", "C", "C", "C", "H", "H", "H", "H", "H", "H", "H", "H", "H", "H", "H", "H", "H", "H"],
  "xyz": [[-0.36, -0.48, 0.35], [1.94, -3.59, 0.32], [-2.42, 0.21, -1.01], [0.56, 0.10, 3.22], [1.15, -1.96, 0.05], [1.13, -4.15, -1.09], [2.71, -5.09, 0.60], [0.57, -4.01, 1.29], [2.68, -2.87, 1.72], [3.24, -3.00, -0.64], [-1.71, 0.87, -2.08], [-1.89, 0.78, 0.36], [-3.85, 0.24, -1.09], [-1.87, -1.23, -0.81], [1.11, 0.28, 1.51], [4.72, 0.69, 1.04], [-0.09, -1.61, 3.49], [3.58, 0.97, -1.07], [2.30, 0.52, 0.94], [-0.72, 1.41, 3.41], [3.52, 0.50, 1.68], [4.76, 0.93, -0.34], [1.87, 0.38, 4.51], [2.37, 0.78, -0.45], [-0.30, 2.39, 3.19], [0.67, -2.36, 3.26], [-0.97, -1.83, 2.88], [5.64, 0.64, 1.61], [-1.10, 1.41, 4.44], [3.62, 1.16, -2.14], [2.38, 1.34, 4.41], [3.50, 0.28, 2.73], [1.45, 0.82, -1.02], [1.36, 0.38, 5.48], [-0.36, -1.70, 4.54], [-1.56, 1.25, 2.73], [5.72, 1.07, -0.83], [2.62, -0.42, 4.53]]
}

Entry 4:
{
  "formula": "C4H9FINO",
  "method": "ωB97M-V/def2-TZVPD",
  "lumo_energy_ev": [-1.00, -0.60],
  "max_force_ev_per_a": 3.568,
  "relative_energy_ev": 0.390,
  "symbols": ["I", "F", "O", "N", "C", "C", "C", "C", "H", "H", "H", "H", "H", "H", "H", "H", "H"],
  "xyz": [[-1.38, 1.40, -1.34], [1.53, 1.46, 0.00], [1.55, -2.40, 0.17], [0.61, 0.40, -0.32], [-0.51, 0.06, 1.99], [0.50, -0.39, 0.90], [0.29, -1.83, 0.48], [-1.27, 2.31, -3.24], [-1.52, -0.02, 1.69], [1.47, -0.33, 1.33], [-0.45, -0.49, 2.97], [-1.29, 1.64, -4.03], [2.11, -1.79, -0.24], [-0.28, 1.08, 2.19], [-0.34, -1.91, -0.55], [-0.17, -2.44, 1.29], [-0.84, 3.24, -3.29]]
}

Entry 5:
{
  "formula": "C7H12NO3PS",
  "method": "ωB97M-V/def2-TZVPD",
  "lumo_energy_ev": 5.27,
  "max_force_ev_per_a": 4.868,
  "charge": -2,
  "relative_energy_ev": 1.088,
  "symbols": ["S", "P", "O", "O", "O", "N", "C", "C", "C", "C", "C", "C", "C", "H", "H", "H", "H", "H", "H", "H", "H", "H", "H", "H", "H"],
  "xyz": [[3.42, 2.57, 0.42], [3.07, -1.18, -0.27], [2.58, -2.23, 0.68], [4.54, -0.88, -0.27], [2.37, -1.22, -1.59], [2.14, 0.36, 0.56], [-0.59, 0.15, 1.51], [-2.49, 0.38, -0.31], [2.11, 1.59, 0.28], [-0.24, -0.09, -0.98], [0.20, -0.40, 0.37], [-1.70, -0.39, -1.41], [-2.04, -0.15, 1.15], [-0.25, -0.30, 2.42], [-2.30, 1.42, -0.30], [-0.58, 1.23, 1.55], [-0.08, 0.99, -1.21], [0.50, -1.35, 0.49], [-2.60, 0.41, 1.92], [0.61, -0.44, -1.59], [-3.56, 0.30, -0.43], [1.11, 2.10, -0.11], [-2.27, -1.23, 1.13], [-1.91, -0.17, -2.61], [-2.00, -1.45, -1.38]]
}

Entry 6:
{
  "formula": "C4H4O4P",
  "method": "ωB97M-V/def2-TZVPD",
  "lumo_energy_ev": 3.68,
  "max_force_ev_per_a": 3.881,
  "charge": -1,
  "smiles": "O=C1O[C@H]1/C=C\\OP[O-]",
  "relative_energy_ev": 3.342,
  "symbols": ["P", "O", "O", "O", "O", "C", "C", "C", "C", "H", "H", "H", "H"],
  "xyz": [[1.85, 1.37, -0.42], [1.89, -0.43, -0.08], [2.19, 2.00, 0.86], [-2.22, 0.45, 1.07], [-3.33, 0.19, -0.87], [-0.43, -1.03, 0.19], [0.88, -1.31, 0.10], [-1.03, 0.29, 0.15], [-2.39, 0.35, -0.17], [3.09, 1.36, -1.31], [-0.43, 1.12, 0.16], [-1.19, -1.95, 0.24], [1.12, -2.41, 0.09]]
}